Entry 1:
{"formula": "H32O16", "method": "the ωB97M-V functional and the def2-TZVPD basis", "species": ["O", "H", "H", "O", "H", "H", "O", "H", "H", "O", "H", "H", "O", "H", "H", "O", "H", "H", "O", "H", "H", "O", "H", "H", "O", "H", "H", "O", "H", "H", "O", "H", "H", "O", "H", "H", "O", "H", "H", "O", "H", "H", "O", "H", "H", "O", "H", "H"], "positions_angstrom": [[-2.209, 2.017, 0.268], [-2.927, 1.635, -0.284], [-2.588, 2.269, 1.091], [-0.826, 1.159, 3.618], [-1.573, 1.673, 3.946], [-1.322, 0.569, 3.046], [3.150, 1.230, 1.150], [2.268, 1.551, 1.117], [3.624, 1.646, 1.833], [2.017, 1.658, -1.788], [2.219, 0.896, -1.300], [2.741, 2.273, -1.616], [-0.474, 2.457, -2.210], [-1.044, 2.326, -1.432], [0.357, 2.033, -1.982], [-0.479, -1.791, 3.151], [-0.534, -2.668, 3.491], [-1.276, -1.600, 2.647], [2.021, -2.410, -2.852], [1.297, -1.823, -2.617], [1.984, -2.480, -3.814], [0.443, 1.624, 1.179], [0.363, 1.551, 2.118], [-0.368, 1.831, 0.790], [0.259, -0.670, -2.741], [-0.145, -1.248, -3.389], [0.593, 0.062, -3.296], [2.477, -0.725, -0.583], [2.152, -1.551, -0.259], [3.248, -0.456, -0.088], [1.433, -2.964, 0.645], [1.757, -3.609, -0.010], [0.615, -2.663, 0.298], [1.922, -0.611, 2.846], [1.882, -0.264, 1.962], [1.042, -0.963, 3.070], [-2.498, -0.390, 1.941], [-3.290, 0.120, 2.070], [-2.238, -0.256, 1.027], [-2.424, 0.995, -3.285], [-1.695, 1.578, -3.033], [-2.377, 0.258, -2.634], [-0.514, -0.703, -0.168], [-0.093, -0.062, 0.410], [-0.181, -0.635, -1.044], [-2.888, -0.986, -1.461], [-2.177, -0.768, -0.852], [-3.722, -1.117, -0.977]], "forces_ev_per_angstrom": [[-0.2, -0.8, -1.6], [0.6, 0.5, 0.3], [-0.6, 0.5, 1.0], [-0.6, 0.6, 0.2], [0.4, 0.4, 0.5], [0.2, -0.8, -0.3], [1.2, -1.2, -1.7], [-1.4, 0.8, 0.0], [0.6, 0.8, 1.4], [-0.2, 2.2, -1.4], [0.5, -2.4, 1.3], [-0.3, 0.0, -0.1], [-1.1, 0.3, 0.4], [0.4, 0.4, -0.3], [0.9, 0.0, 0.2], [-0.1, 0.7, -0.1], [-0.1, -0.9, 0.2], [-0.1, -0.2, 0.1], [0.8, -1.3, -0.5], [0.5, 0.3, 0.2], [0.1, -0.1, 0.2], [2.6, -0.7, -0.5], [-0.6, 0.0, 1.4], [-2.1, 0.8, -0.7], [-0.6, 1.2, -0.8], [-0.7, -0.1, -0.2], [0.0, -0.1, 0.7], [0.0, 1.4, -1.1], [0.0, -1.1, 0.8], [0.2, -0.1, 0.6], [1.5, -1.0, -0.1], [-0.2, 0.2, 0.4], [-1.6, 0.5, -0.4], [0.0, 0.0, 0.9], [0.1, 0.0, -0.5], [0.4, 0.0, -0.3], [0.0, -0.3, 0.1], [-0.6, 0.1, 0.1], [0.3, 0.1, -0.3], [-0.3, -0.7, 0.4], [0.2, 0.1, -0.3], [-0.4, 0.6, -0.8], [-1.6, -0.8, 1.7], [0.7, 0.4, 0.0], [0.9, 0.4, -1.5], [-1.1, -0.3, -0.1], [0.4, -0.3, 0.6], [0.6, 0.0, -0.2]], "total_charge": 0, "spin_multiplicity": 1, "lumo_energy_ev": -0.74, "fmax_ha_per_bohr": 0.0543, "molar_mass_da": 288.240}

Entry 2:
{"formula": "C4H7NO2", "method": "the ωB97M-V functional and the def2-TZVPD basis", "species": ["O", "C", "C", "C", "C", "N", "O", "H", "H", "H", "H", "H", "H", "H"], "positions_angstrom": [[-1.731, 1.581, 0.007], [-0.971, 0.856, -0.589], [-0.290, -0.325, 0.007], [0.226, -1.431, -0.955], [1.130, -0.482, -0.344], [2.295, -0.011, -0.271], [2.319, 1.107, 0.550], [-0.712, 1.048, -1.653], [-0.622, -0.620, 1.000], [0.192, -2.451, -0.581], [-0.006, -1.322, -2.014], [3.247, 1.376, 0.522], [-2.708, 0.050, 2.455], [-2.508, 0.549, 1.939]], "forces_ev_per_angstrom": [[0.3, -0.3, -0.3], [-0.2, 0.2, 0.2], [-0.1, 0.1, 0.2], [0.1, -0.1, -0.1], [0.3, 0.1, 0.0], [-0.5, -0.4, -0.2], [0.2, 0.3, 0.1], [0.0, 0.0, 0.1], [0.1, 0.1, -0.2], [0.0, 0.2, 0.0], [0.0, 0.0, 0.2], [-0.2, 0.0, 0.0], [0.0, 0.0, 0.0], [-0.1, -0.1, 0.1]], "total_charge": 0, "spin_multiplicity": 1, "lumo_energy_ev": 0.74, "fmax_ha_per_bohr": 0.0132, "molar_mass_da": 101.105, "smiles": "O=C[C@H]1C/C1=N/O.[H][H]"}

Entry 3:
{"formula": "C4H11NO2", "method": "the ωB97M-V functional and the def2-TZVPD basis", "species": ["C", "N", "C", "C", "C", "H", "H", "H", "H", "H", "H", "H", "O", "H", "H", "O", "H", "H"], "positions_angstrom": [[-1.485, -2.028, -0.579], [-1.514, -1.504, 0.560], [-0.975, -0.224, 0.817], [0.226, 0.134, 0.382], [0.929, 1.418, 0.727], [-0.958, -1.643, -1.454], [-1.973, -2.987, -0.738], [-1.648, 0.419, 1.367], [0.754, -0.539, -0.269], [1.442, 1.874, -0.095], [1.588, 1.250, 1.581], [0.136, 2.076, 1.096], [-1.782, 2.055, -0.940], [-2.308, 2.825, -0.716], [-1.009, 2.335, -1.436], [2.738, -1.625, -0.388], [2.541, -2.550, -0.227], [3.298, -1.286, 0.313]], "forces_ev_per_angstrom": [[0.2, -0.5, -0.4], [-0.8, 0.3, 0.4], [0.5, -0.4, -0.6], [0.2, 0.3, -0.1], [-1.5, -0.5, 1.1], [-0.1, 0.5, 0.0], [0.1, -0.1, 0.2], [0.2, 0.0, 0.3], [0.2, -0.4, 0.1], [0.4, 0.2, -0.4], [0.3, 0.1, -0.2], [0.3, 0.4, -0.1], [-0.3, -0.3, 0.1], [0.2, 0.2, -0.2], [-0.1, 0.3, 0.0], [0.0, 0.2, -0.6], [0.2, 0.0, 0.3], [0.0, -0.3, 0.2]], "total_charge": 0, "spin_multiplicity": 1, "lumo_energy_ev": 0.77, "fmax_ha_per_bohr": 0.0377, "molar_mass_da": 105.137, "smiles": "C=N/C=C/C.O.O"}

Entry 4:
{"formula": "C20H22F12INO6PS2", "method": "the ωB97M-V functional and the def2-TZVPD basis", "species": ["O", "C", "I", "C", "C", "C", "C", "C", "C", "C", "F", "F", "C", "F", "F", "C", "F", "F", "C", "F", "F", "F", "N", "C", "C", "C", "F", "C", "F", "F", "C", "C", "P", "O", "O", "S", "H", "H", "H", "H", "H", "H", "H", "H", "H", "H", "H", "H", "H", "H", "O", "S", "O", "O", "C", "C", "C", "H", "H", "H", "H", "H", "H", "H", "H"], "positions_angstrom": [[-4.159, -0.559, -0.758], [-3.476, 0.433, -0.377], [-4.137, 2.380, -1.108], [-2.180, 0.225, 0.570], [-0.907, 0.986, -0.015], [-0.102, 0.325, -1.169], [1.155, 1.071, -1.756], [1.942, 0.259, -2.922], [2.349, -1.156, -2.275], [3.640, -1.844, -2.920], [3.327, -3.177, -3.298], [4.033, -1.171, -4.139], [4.943, -1.861, -1.989], [5.496, -0.532, -1.889], [5.936, -2.607, -2.714], [4.758, -2.567, -0.558], [5.822, -3.527, -0.448], [3.560, -3.312, -0.418], [5.010, -1.549, 0.689], [4.186, -0.401, 0.646], [4.654, -2.253, 1.878], [6.398, -1.244, 0.789], [1.554, 2.368, -1.272], [2.720, 3.108, -1.838], [4.150, 2.647, -1.243], [5.219, 3.755, -1.712], [5.320, 4.185, -3.067], [6.142, 4.326, -0.789], [6.641, 5.648, -0.921], [6.644, 3.597, 0.328], [0.817, 3.005, -0.195], [-0.418, 2.375, 0.513], [-1.241, 3.307, 1.930], [-2.698, 4.078, 1.442], [-0.166, 4.613, 2.311], [-1.447, 2.279, 3.558], [-2.384, 0.438, 1.673], [-1.941, -0.906, 0.505], [-0.415, -0.710, -1.558], [2.808, 0.851, -3.365], [1.133, 0.044, -3.720], [2.559, -0.988, -1.166], [1.486, -1.915, -2.330], [2.560, 4.224, -1.632], [2.739, 2.999, -2.986], [4.425, 1.672, -1.782], [4.134, 2.535, -0.106], [1.186, 4.021, 0.183], [-2.792, 4.847, 2.069], [0.516, 4.174, 2.883], [-6.443, -1.153, 2.187], [-6.861, -2.400, 1.599], [-8.247, -2.701, 1.360], [-6.199, -3.621, 2.429], [-6.396, -3.670, 3.842], [-7.773, -4.201, 4.195], [-5.963, -2.647, 0.093], [-6.224, -2.688, 4.292], [-5.637, -4.346, 4.244], [-8.553, -3.498, 3.895], [-7.859, -4.362, 5.272], [-7.969, -5.143, 3.678], [-4.905, -2.478, 0.283], [-6.332, -1.929, -0.639], [-6.138, -3.663, -0.260]], "forces_ev_per_angstrom": [[3.6, 4.5, 1.9], [-2.3, -4.0, -1.1], [0.6, -0.9, 0.5], [0.8, -0.6, -0.9], [2.2, 1.0, -1.3], [1.1, 3.8, 1.9], [-2.2, -0.9, 1.1], [-1.3, 0.3, 0.7], [0.4, -0.1, 0.4], [-0.3, -0.1, -1.7], [0.8, 2.7, 1.0], [-0.9, -1.3, 2.7], [2.0, -0.4, -2.3], [-1.7, -2.9, 0.2], [-2.5, 1.8, 1.8], [1.8, -1.9, 0.8], [-2.7, 2.3, -0.1], [2.4, 2.3, -0.5], [0.4, -0.8, 2.3], [2.1, -2.3, -0.1], [0.9, 1.9, -3.0], [-4.2, -0.3, -0.5], [-2.7, -1.7, 1.6], [1.1, 1.1, -0.7], [0.5, 0.3, -2.0], [2.2, 0.8, 2.1], [-1.1, -0.7, 3.0], [-0.6, -0.1, -1.0], [-0.7, -4.2, 0.4], [-1.8, 2.6, -2.8], [-2.2, -2.2, 0.7], [2.2, -1.1, -4.0], [-0.5, 2.0, 1.7], [3.4, -0.4, 0.9], [-1.0, -2.5, -1.2], [0.1, -0.1, -1.1], [0.2, 0.2, -1.6], [-0.5, 1.8, 0.0], [0.6, 1.9, 0.6], [-1.2, -1.0, 0.7], [1.5, 0.6, 1.1], [-0.2, -0.3, -1.5], [1.4, 1.2, -0.1], [0.1, -1.7, -0.2], [-0.2, 0.1, 1.9], [-0.4, 1.1, 1.2], [0.2, 0.3, -1.7], [-0.5, -1.7, -0.9], [0.0, -0.8, -0.7], [-0.8, 0.6, -0.3], [-0.4, -0.4, 0.0], [0.2, -0.7, -0.2], [0.6, 0.5, 0.3], [0.1, 0.6, -0.8], [-0.4, -0.2, 1.0], [-0.3, 0.1, -0.1], [0.0, -0.3, 0.1], [0.0, 0.0, -0.2], [0.1, 0.1, -0.4], [0.1, -0.1, 0.0], [0.1, 0.0, -0.1], [0.1, 0.0, 0.1], [-0.2, -0.1, 0.0], [0.0, 0.0, 0.2], [-0.1, 0.1, 0.1]], "total_charge": 1, "spin_multiplicity": 1, "lumo_energy_ev": -5.27, "fmax_ha_per_bohr": 0.1177, "molar_mass_da": 822.385}